1.
Computed, not measured: a molecular structure, C33H40N4P2SeSn in a non-equilibrium geometry, with the ωB97M-V functional and the def2-TZVPD basis.

Values from the calculation:
DFT total energy (eV): -130562.3975
HOMO energy (eV): -12.5
E_LUMO (eV): -7.24
Molecular weight (Da): 752.33
Net charge: +2

Geometry (Å):
Sn 2.192 -0.882 -2.011
C 1.859 0.510 -4.309
C 0.850 1.328 -3.944
C -0.564 1.215 -4.412
C -1.159 -0.225 -4.308
C -0.463 -1.137 -3.363
C 0.714 -1.894 -3.558
C 1.334 -1.843 -4.978
C 1.719 -0.457 -5.488
C 2.061 -1.758 0.642
H 2.878 0.775 -4.033
H 1.052 2.328 -3.518
H -0.700 1.553 -5.486
H -1.226 1.919 -3.855
H -2.208 -0.082 -4.001
H -1.190 -0.550 -5.374
H -1.181 -1.622 -2.672
H 0.623 -2.990 -3.160
H 0.640 -2.301 -5.672
H 2.233 -2.447 -4.963
H 2.685 -0.538 -6.041
H 1.011 -0.040 -6.245
H 2.650 -1.220 1.383
H 2.496 -2.742 0.409
H 1.084 -1.979 1.142
P -1.202 -1.377 0.722
P -0.064 1.900 1.099
N -1.197 -3.018 -0.343
N -2.732 -1.754 1.283
N 1.375 1.702 0.084
N -0.072 3.616 1.220
C -1.556 -0.038 -0.511
C -1.475 1.421 0.028
C -0.109 -3.899 -0.309
C -0.343 -4.996 -1.142
C -1.604 -4.752 -1.784
C -2.086 -3.534 -1.282
C -2.885 -2.630 2.372
C -4.197 -2.539 2.824
C -4.873 -1.604 1.976
C -3.956 -1.156 1.044
C 2.641 1.347 0.568
C 3.501 1.240 -0.537
C 2.825 1.815 -1.678
C 1.526 2.105 -1.258
C 0.361 4.585 0.301
C 0.520 5.797 0.959
C 0.190 5.584 2.329
C -0.141 4.249 2.487
H -2.494 -0.215 -1.104
H -0.743 -0.194 -1.255
H -1.324 2.054 -0.861
H -2.415 1.712 0.518
H 0.757 -3.648 0.280
H 0.320 -5.839 -1.289
H -2.081 -5.358 -2.551
H -3.006 -3.039 -1.578
H -2.014 -3.131 2.738
H -4.575 -3.043 3.703
H -5.898 -1.240 2.095
H -4.045 -0.402 0.277
H 2.815 1.265 1.644
H 4.495 0.820 -0.489
H 3.197 2.097 -2.679
H 0.781 2.737 -1.756
H 0.528 4.322 -0.730
H 0.834 6.715 0.498
H 0.191 6.344 3.103
H -0.403 3.639 3.345
Se -0.259 0.567 2.935
C 0.532 0.407 4.838
C 1.732 1.056 5.176
C 2.205 1.030 6.521
C 1.448 0.383 7.521
C 0.221 -0.212 7.172
C -0.235 -0.193 5.849
H 2.266 1.669 4.429
H 3.144 1.525 6.812
H 1.796 0.386 8.562
H -0.357 -0.650 7.987
H -1.250 -0.544 5.651

Cartesian forces, eV/Å:
0.682 -1.074 1.992
0.067 1.207 -1.750
0.323 1.138 -0.919
-0.978 0.415 -0.566
-0.124 1.645 -0.803
0.115 -3.258 -0.280
-3.311 -1.160 -1.700
0.544 -0.121 0.978
0.268 0.515 0.092
-1.006 -0.324 -0.497
-0.201 0.043 -0.208
0.192 -1.076 -0.084
0.490 -0.234 1.069
0.610 -0.457 -0.140
0.397 -0.391 -0.069
0.204 -0.672 0.916
0.827 0.466 0.131
0.406 2.088 0.067
-0.287 -0.321 0.018
0.112 -0.331 -0.053
-0.621 0.209 0.593
0.278 -0.341 0.778
0.351 0.205 -0.477
0.254 0.480 -0.099
0.896 0.512 -0.745
-0.486 -3.355 -2.127
1.469 1.919 -0.620
1.174 1.054 -0.270
-1.201 0.039 1.249
0.102 0.837 0.882
-0.016 -0.623 1.163
0.186 -0.278 -0.747
-0.029 -0.733 -0.394
-0.410 -0.420 -0.464
-0.349 1.391 0.285
0.211 1.250 0.713
0.099 -0.738 -0.450
-1.240 1.087 0.002
1.354 0.085 -0.513
0.342 0.344 -0.242
-0.608 0.116 0.672
0.127 -0.432 -1.472
-0.665 1.046 1.361
-0.874 0.225 0.737
0.054 -0.432 0.233
0.226 0.856 0.268
-0.421 -1.768 -0.565
-0.294 -1.128 0.348
0.137 0.746 -0.269
0.693 0.380 0.706
-0.371 0.283 0.599
-0.128 0.201 0.356
0.384 0.115 0.080
-0.298 -0.403 0.059
-0.124 0.133 0.082
0.041 0.159 0.362
0.138 -0.010 0.396
0.106 -0.417 0.182
-0.100 -0.025 -0.263
0.499 -0.324 -0.216
-0.220 -0.139 0.043
-0.081 -0.588 -0.599
0.096 0.384 -0.033
-0.030 -0.340 1.035
0.295 -0.896 0.466
-0.073 0.280 0.175
-0.025 0.081 -0.047
0.028 -0.297 -0.093
-0.037 0.396 -0.068
-0.391 -0.622 0.309
1.273 1.704 0.991
0.290 0.314 0.287
-0.652 -0.422 -0.256
0.012 0.208 -0.996
0.989 0.337 0.100
-0.946 0.205 -0.614
-0.208 -0.583 0.506
-0.541 -0.204 -0.431
-0.206 -0.032 -0.527
-0.138 -0.013 -0.550
0.346 -0.122 -0.064

Löwdin population analysis, charges in e, atoms 1 to 2:
1. Sn 1.47
2. C -0.26

2.
Computed, not measured: a molecular structure, C43H46AsN4O2PSTi in a non-equilibrium geometry, with the ωB97M-V functional and the def2-TZVPD basis.

Values from the calculation:
Energy relative to the best compared isomer or geometry (same formula, charge and spin) (kJ/mol): 67.4
DFT total energy (eV): -159473.7775
HOMO energy (spin up / spin down) (eV): -5.0 / -7.5
E_LUMO (spin up / spin down) (eV): 0.01 / 0.10
Molecular weight (Da): 836.70
Net charge: 0
Spin multiplicity: 3

Geometry (Å):
Ti 0.048 0.629 -0.262
O -1.174 1.544 0.873
C -1.934 2.640 0.702
C -2.938 2.896 1.627
C -3.755 4.012 1.501
C -3.547 4.899 0.440
C -2.532 4.663 -0.464
C -1.691 3.532 -0.374
C -0.592 3.391 -1.281
N 0.255 2.333 -1.220
N 1.533 2.551 -1.785
C 2.361 1.715 -1.301
O 2.002 0.752 -0.430
C 3.811 1.793 -1.620
C 4.715 1.261 -0.708
C 6.089 1.349 -0.931
C 6.564 1.967 -2.077
C 5.659 2.501 -2.993
C 4.292 2.421 -2.764
H -3.073 2.191 2.441
H -4.543 4.191 2.221
H -4.168 5.781 0.336
H -2.355 5.365 -1.274
H -0.319 4.216 -1.929
H 4.336 0.797 0.196
H 6.781 0.944 -0.203
H 7.629 2.045 -2.253
H 6.023 2.985 -3.890
H 3.582 2.837 -3.467
N 0.943 1.796 2.744
C 1.534 0.753 3.432
C 2.577 1.032 4.326
C 3.172 0.028 5.058
C 2.733 -1.288 4.935
C 1.717 -1.569 4.039
C 1.121 -0.579 3.253
P -0.136 -0.953 1.962
C -1.723 -0.677 2.825
C -1.792 -0.132 4.099
C -3.028 0.141 4.682
C -4.200 -0.134 3.995
C -4.139 -0.674 2.713
C -2.908 -0.931 2.132
C -0.010 -2.783 1.857
C 1.186 -3.303 1.354
C 1.370 -4.667 1.216
C 0.349 -5.545 1.570
C -0.837 -5.043 2.077
C -1.013 -3.667 2.228
H 1.218 2.725 3.017
H -0.033 1.728 2.471
H 2.899 2.061 4.446
H 3.973 0.277 5.744
H 3.182 -2.079 5.521
H 1.390 -2.596 3.929
H -0.882 0.081 4.646
H -3.068 0.573 5.674
H -5.160 0.077 4.450
H -5.049 -0.880 2.164
H -2.865 -1.329 1.125
H 1.989 -2.625 1.083
H 2.309 -5.048 0.831
H 0.485 -6.613 1.457
H -1.631 -5.719 2.372
H -1.941 -3.295 2.642
C -4.000 -2.048 -2.786
C -3.230 -1.556 -1.567
As -2.255 0.126 -1.811
C -1.805 -0.027 -3.712
C -0.692 0.913 -4.164
C -3.793 1.320 -1.882
C -3.695 2.439 -2.915
H -4.600 -2.924 -2.527
H -3.336 -2.339 -3.599
H -4.684 -1.292 -3.177
H -2.517 -2.306 -1.224
H -3.920 -1.365 -0.742
H -2.715 0.137 -4.286
H -1.502 -1.063 -3.856
H -0.938 1.963 -4.002
H -0.493 0.778 -5.230
H 0.236 0.726 -3.623
H -3.906 1.738 -0.881
H -4.662 0.689 -2.073
H -2.763 2.996 -2.825
H -4.513 3.150 -2.776
H -3.759 2.060 -3.936
S 0.273 -1.703 -1.495
C 1.821 -2.221 -1.941
N 2.917 -1.476 -1.740
C 4.168 -1.808 -2.097
C 4.421 -3.011 -2.691
C 3.323 -3.862 -2.895
C 2.065 -3.499 -2.544
H 2.717 -0.558 -1.257
H 4.924 -1.064 -1.892
H 5.425 -3.276 -2.986
H 3.484 -4.836 -3.346
H 1.214 -4.146 -2.701

Cartesian forces, eV/Å:
-1.169 -1.014 0.133
-0.956 0.726 0.582
0.785 -0.519 -0.082
-0.397 0.222 0.121
0.123 -0.107 -0.088
0.051 -0.020 -0.030
-0.034 0.008 -0.041
-0.056 0.203 -0.041
0.699 -0.672 0.276
0.108 0.727 -0.658
-0.873 0.801 -0.124
0.520 -0.674 0.768
1.179 0.630 -0.895
-0.163 0.043 0.167
0.326 -0.052 0.153
-0.233 -0.036 0.066
-0.101 0.062 -0.105
-0.016 -0.021 0.014
0.032 0.008 -0.176
0.027 0.018 -0.046
0.019 0.003 -0.016
0.010 -0.032 -0.001
-0.025 -0.007 0.034
0.000 0.037 -0.021
0.018 0.017 -0.045
-0.034 0.015 -0.018
-0.027 -0.008 -0.020
-0.006 -0.002 0.011
0.043 0.019 0.024
0.019 -0.176 0.045
-0.114 0.317 0.026
0.010 -0.010 0.003
0.012 -0.081 0.036
-0.023 0.138 -0.073
0.004 -0.121 -0.044
-0.067 0.006 -0.077
0.263 -0.396 0.462
-0.008 0.026 -0.074
-0.106 -0.004 0.134
0.064 -0.013 -0.059
-0.001 -0.009 -0.047
0.066 0.018 0.055
-0.027 0.052 0.010
0.131 0.074 0.033
0.032 0.043 -0.070
-0.064 -0.030 0.007
0.040 0.047 -0.005
0.012 0.147 0.015
-0.092 -0.133 -0.001
0.028 -0.024 0.004
0.119 -0.025 -0.131
-0.007 -0.028 -0.008
-0.006 -0.023 -0.004
-0.013 -0.006 0.000
-0.015 0.033 0.006
-0.010 -0.006 0.009
0.001 -0.020 -0.018
0.023 0.001 -0.015
0.007 0.001 0.011
0.039 -0.001 -0.003
-0.011 0.014 -0.030
-0.020 0.012 0.007
0.000 0.023 0.004
-0.003 0.018 -0.010
0.012 0.001 -0.003
-0.091 -0.107 0.019
-0.123 -0.095 0.023
0.386 0.046 -0.151
0.077 0.068 -0.054
-0.007 0.003 -0.056
-0.151 0.228 0.006
-0.119 0.007 -0.018
0.012 0.026 -0.017
0.032 0.003 0.025
0.019 0.015 0.034
0.005 -0.042 -0.019
-0.038 -0.006 0.018
-0.046 -0.047 -0.079
0.051 -0.043 -0.044
-0.057 -0.009 0.013
0.003 0.008 0.024
0.007 -0.051 0.047
-0.026 0.027 0.035
-0.087 0.051 -0.034
0.014 -0.005 0.043
0.019 -0.015 -0.012
0.000 -0.030 0.021
-0.055 -0.132 -0.161
0.050 -1.189 -0.380
-0.329 1.247 0.595
0.443 -0.302 -0.255
-0.030 0.414 0.184
0.360 -0.517 -0.283
-0.658 0.617 0.351
0.206 -0.452 -0.060
0.005 0.002 0.024
-0.024 -0.026 0.012
-0.018 0.060 0.015
0.024 0.006 -0.003

Löwdin population analysis, charges in e, atoms 1 to 2:
1. Ti 0.53
2. O -0.35

3.
Computed, not measured: a molecular structure, C31H28MnN5O4S2 in a non-equilibrium geometry, with the ωB97M-V functional and the def2-TZVPD basis.

Values from the calculation:
DFT total energy (eV): -101225.5624
HOMO energy (spin up / spin down) (eV): -11.1 / -11.4
E_LUMO (spin up / spin down) (eV): -3.59 / -3.65
Molecular weight (Da): 653.67
Net charge: +1
Spin multiplicity: 6

Geometry (Å):
Mn 17.695 12.280 6.689
O 22.094 5.365 7.564
C 20.798 5.645 7.679
O 19.957 4.843 7.921
C 20.435 7.156 7.507
C 19.259 7.500 6.817
C 18.986 8.860 6.675
C 19.970 9.810 6.945
C 21.106 9.441 7.617
C 21.347 8.076 7.947
N 19.729 11.229 6.662
C 20.675 11.932 6.187
C 20.382 13.270 5.648
C 21.328 13.850 4.862
C 21.204 15.171 4.503
C 20.008 15.835 4.781
C 19.039 15.168 5.510
N 19.271 13.901 6.041
H 22.574 6.086 7.148
H 18.476 6.774 6.544
H 17.982 9.234 6.353
H 21.769 10.206 8.053
H 22.234 7.727 8.492
H 21.675 11.624 5.782
H 22.258 13.360 4.712
H 21.957 15.717 4.045
H 19.829 16.819 4.286
H 18.079 15.594 5.795
S 15.367 13.619 6.997
C 14.771 12.190 7.652
N 13.732 11.589 7.148
C 13.309 10.353 7.792
C 13.149 10.704 9.230
N 14.432 11.181 9.815
C 14.576 11.392 11.264
C 14.094 12.704 11.671
C 12.727 12.945 11.674
C 12.215 14.174 12.060
C 13.123 15.160 12.453
C 14.545 14.954 12.422
C 15.000 13.712 12.011
C 15.325 11.646 8.922
S 16.951 11.641 9.133
C 12.880 12.135 6.051
C 11.420 11.955 6.352
C 10.570 11.092 5.682
C 9.254 10.934 5.978
C 8.718 11.650 7.054
C 9.478 12.612 7.618
C 10.794 12.780 7.228
H 14.070 9.589 7.629
H 12.427 9.950 7.286
H 12.835 9.907 9.937
H 12.258 11.433 9.195
H 15.640 11.299 11.491
H 14.052 10.587 11.736
H 12.020 12.176 11.480
H 11.117 14.359 12.085
H 12.786 16.120 12.875
H 15.272 15.771 12.578
H 16.067 13.527 11.689
H 13.188 11.637 5.071
H 13.067 13.143 6.068
H 10.995 10.636 4.816
H 8.638 10.231 5.438
H 7.715 11.476 7.248
H 8.959 13.330 8.264
H 11.300 13.525 7.783
O 16.587 10.611 5.668
N 16.513 11.224 4.563
O 17.167 12.266 4.568

Cartesian forces, eV/Å:
-0.041 0.196 0.102
0.390 -0.707 0.006
-1.138 2.165 -0.073
-0.081 -0.750 0.087
0.276 -2.359 -0.933
-0.446 0.859 0.938
-1.148 0.162 -0.785
-0.262 0.944 0.501
1.506 -0.653 1.464
-0.090 1.638 -0.584
0.308 -1.321 0.254
-0.054 -0.158 -1.889
-0.755 0.383 1.508
1.093 1.127 0.042
-1.993 -0.246 0.639
-0.233 0.351 -0.952
0.256 -1.875 1.228
-0.740 1.467 -1.232
0.037 0.173 -0.016
0.767 0.223 0.223
1.138 -0.619 -0.070
-0.249 -0.371 -0.540
-0.395 0.529 -0.133
-0.790 -0.620 1.131
0.559 -0.524 -0.349
1.431 0.620 -1.018
0.041 -0.807 0.969
0.263 0.036 -0.209
0.480 0.055 0.174
-0.337 0.761 -0.925
-1.053 -0.635 -0.408
0.705 -1.038 -0.484
-2.008 0.570 1.677
-0.578 0.700 -1.968
1.267 -1.097 -0.766
-0.811 1.104 0.350
0.056 0.552 0.636
0.049 0.768 0.333
1.202 0.649 0.701
-1.208 0.104 -0.571
0.980 -0.122 -1.302
-0.149 -0.514 0.501
1.060 0.094 0.351
0.128 -2.858 -0.659
-0.364 -0.008 -0.466
1.256 -0.337 -1.200
-0.588 -0.262 0.900
0.764 -1.072 -2.061
-0.741 1.296 0.612
-0.245 0.521 1.851
0.321 -0.016 0.052
-0.094 0.400 0.533
0.098 0.048 -0.858
1.518 -0.414 0.691
-0.100 -0.201 0.018
-0.323 -0.515 0.422
-0.314 -0.735 -0.340
1.072 -0.152 0.017
-0.043 -0.505 -0.510
-0.733 -0.494 0.196
-1.072 0.303 1.043
-0.331 0.780 1.219
0.690 2.384 -0.549
0.113 -0.796 -0.479
0.016 0.014 -0.140
-1.772 0.008 0.787
0.673 -0.304 0.094
0.903 0.869 0.191
-0.292 0.197 0.139
-0.241 -0.801 0.117
0.398 0.835 -0.232

Löwdin population analysis, charges in e, atoms 1 to 2:
1. Mn 0.65
2. O 0.13